{"formula": "C45H51Cl2N2OP2ReS2Si2", "method": "wB97M-V/def2-TZVPD", "species": ["Re", "C", "Si", "C", "C", "N", "P", "C", "P", "N", "Si", "C", "C", "C", "C", "C", "C", "C", "C", "C", "C", "C", "C", "C", "C", "C", "C", "C", "C", "C", "C", "C", "C", "C", "C", "C", "C", "C", "H", "H", "H", "H", "H", "H", "H", "H", "H", "H", "H", "H", "H", "H", "H", "H", "H", "H", "H", "H", "H", "H", "H", "H", "H", "H", "H", "H", "H", "H", "H", "H", "H", "H", "H", "H", "H", "H", "Cl", "C", "C", "C", "C", "C", "Cl", "C", "S", "H", "H", "H", "C", "C", "C", "C", "C", "C", "C", "S", "C", "O", "H", "H", "H", "H", "H", "H", "H", "H", "H", "H"], "positions_angstrom": [[0.584604, 0.335637, -0.652826], [4.420279, 1.059342, 0.566039], [3.379401, -0.256885, 1.477400], [3.785503, -2.022004, 0.841164], [3.875965, -0.026229, 3.305179], [1.653690, -0.058224, 1.176972], [0.386613, 0.286040, 2.152890], [-0.880522, 0.273119, 0.912222], [-1.414063, -1.371953, 0.502416], [-0.354156, -1.686671, -0.685681], [-0.470956, -2.895543, -1.944651], [-1.953174, -2.581860, -3.118973], [-0.603752, -4.618804, -1.132614], [1.099921, -2.836383, -3.019278], [-1.438524, -2.636468, 1.799651], [-0.404617, -3.552410, 1.918843], [-0.448234, -4.507134, 2.917401], [-1.504478, -4.527995, 3.813633], [-2.528546, -3.599512, 3.705154], [-2.500718, -2.654936, 2.695671], [-3.156634, -1.304680, -0.016587], [-3.849476, -0.102427, 0.002724], [-5.162306, -0.050979, -0.435004], [-5.792056, -1.205722, -0.874298], [-5.113591, -2.415125, -0.859725], [-3.799019, -2.464545, -0.434149], [0.252487, -0.745287, 3.629071], [-0.717510, -0.382254, 4.557924], [-0.833166, -1.090632, 5.738595], [0.014928, -2.159023, 5.988984], [0.958740, -2.539012, 5.048033], [1.071565, -1.840473, 3.858168], [0.552442, 1.973458, 2.793851], [1.329412, 2.194847, 3.924293], [1.598353, 3.484799, 4.341057], [1.082402, 4.557215, 3.632424], [0.294349, 4.337651, 2.514908], [0.028542, 3.049029, 2.091045], [5.392436, 0.650378, 0.313519], [3.971976, 1.415601, -0.350985], [4.588047, 1.927448, 1.196358], [4.813794, -2.064821, 0.495410], [3.686016, -2.770796, 1.624005], [3.142986, -2.316929, 0.014001], [4.883812, -0.408408, 3.434784], [3.900426, 1.031840, 3.551385], [3.242101, -0.528692, 4.028069], [-2.796537, -3.229135, -2.901665], [-2.300983, -1.554308, -3.063475], [-1.652311, -2.776904, -4.143748], [-1.368971, -4.679437, -0.363455], [-0.839977, -5.357832, -1.888549], [0.337344, -4.912810, -0.678809], [1.109712, -1.967490, -3.669671], [2.020073, -2.842035, -2.443993], [1.099109, -3.712587, -3.659116], [0.415247, -3.501093, 1.219799], [0.342557, -5.234938, 3.002645], [-1.527321, -5.266923, 4.600920], [-3.351388, -3.620151, 4.403835], [-3.297699, -1.931357, 2.589210], [-3.349261, 0.776306, 0.387082], [-5.700282, 0.886081, -0.432279], [-6.814649, -1.164536, -1.218582], [-5.613383, -3.315866, -1.183708], [-3.263185, -3.401822, -0.418994], [-1.365521, 0.457925, 4.343854], [-1.577310, -0.808350, 6.467556], [-0.059352, -2.698033, 6.920904], [1.606247, -3.381792, 5.239230], [1.787686, -2.129676, 3.102629], [1.720548, 1.348636, 4.468690], [2.208520, 3.651102, 5.215902], [1.294763, 5.564110, 3.953380], [-0.113576, 5.165166, 1.957215], [-0.572169, 2.870037, 1.210828], [2.395080, 0.036887, -2.246456], [3.021060, 1.609829, -2.631905], [4.023285, 1.737906, -3.578792], [4.547741, 2.990176, -3.847821], [4.088649, 4.102563, -3.161125], [3.094813, 3.964235, -2.212116], [2.561137, 5.330547, -1.324136], [2.524551, 2.714121, -1.929377], [1.328554, 2.597344, -0.668628], [4.390476, 0.867009, -4.095272], [5.326124, 3.096972, -4.584406], [4.512699, 5.075170, -3.348277], [-0.381630, 7.139075, -1.433584], [-0.832552, 5.735573, -1.671087], [-0.401176, 5.006973, -2.774325], [-0.806391, 3.698103, -2.954164], [-1.673200, 3.115929, -2.046605], [-2.130299, 3.830861, -0.952213], [-1.707123, 5.133160, -0.770895], [-2.082851, 1.365007, -2.186412], [-2.821387, 1.405186, -3.860136], [-0.738505, 0.715405, -2.436430], [0.365860, 7.449425, -2.157697], [0.038821, 7.234279, -0.433534], [-1.234653, 7.812197, -1.501411], [0.275933, 5.454247, -3.485296], [-0.435771, 3.122555, -3.788738], [-2.810040, 3.372898, -0.250806], [-2.042099, 5.691284, 0.089585], [-2.076584, 1.691547, -4.594106], [-3.641844, 2.113379, -3.837997], [-3.194238, 0.409820, -4.080990]], "forces_ev_per_a": [[-0.9, -0.4, 2.5], [-0.5, -0.6, 0.3], [0.7, -0.1, -0.2], [0.0, 0.8, 0.3], [-0.4, -0.1, -0.6], [-0.1, -0.1, -1.1], [-0.9, 1.0, -1.0], [0.9, -1.0, 0.2], [-0.2, 1.3, 0.3], [0.4, 0.9, -0.5], [0.3, -0.4, -0.5], [0.5, -0.2, 0.5], [0.0, 0.7, -0.4], [-0.7, 0.0, 0.5], [0.0, 0.2, -0.4], [-0.2, 0.0, -0.1], [0.0, -0.1, -0.1], [0.0, 0.0, -0.1], [-0.1, 0.0, 0.1], [0.0, 0.0, 0.0], [0.4, -0.1, 0.1], [0.0, 0.0, 0.2], [-0.1, 0.0, 0.0], [0.0, 0.1, 0.0], [0.0, -0.1, -0.1], [0.0, 0.1, 0.0], [0.0, 0.2, -0.3], [0.1, 0.0, 0.0], [-0.1, 0.1, 0.0], [0.1, 0.0, 0.0], [0.1, 0.0, 0.1], [0.0, 0.3, 0.1], [0.1, -0.4, 0.0], [0.0, 0.0, 0.0], [0.1, 0.0, 0.1], [0.0, 0.0, 0.0], [-0.1, 0.0, 0.0], [-0.1, -0.1, 0.1], [0.3, -0.2, 0.0], [-0.1, 0.0, -0.1], [-0.1, 0.1, 0.2], [0.2, 0.0, -0.1], [-0.1, -0.1, 0.1], [-0.1, 0.1, -0.1], [0.3, -0.1, -0.1], [0.0, 0.1, 0.0], [-0.1, -0.1, 0.1], [-0.1, -0.1, 0.1], [0.0, 0.1, 0.1], [0.1, 0.0, -0.2], [-0.1, 0.0, 0.1], [-0.1, -0.2, -0.3], [0.2, 0.0, 0.1], [-0.1, 0.2, -0.1], [0.2, -0.1, 0.2], [0.0, -0.2, -0.1], [0.2, -0.1, -0.1], [0.1, -0.1, 0.0], [0.0, -0.1, 0.0], [-0.1, 0.0, 0.1], [-0.1, 0.0, 0.1], [0.0, 0.0, 0.0], [0.0, 0.1, 0.0], [-0.1, 0.0, 0.0], [0.0, -0.1, 0.0], [0.0, -0.2, 0.0], [-0.1, 0.1, 0.1], [-0.1, 0.0, 0.1], [0.0, -0.1, 0.1], [0.0, -0.1, 0.0], [0.1, -0.1, 0.0], [0.1, 0.0, 0.1], [0.0, 0.0, 0.1], [0.0, 0.1, 0.1], [0.0, 0.2, -0.1], [-0.1, 0.0, 0.0], [0.3, -0.4, -0.6], [0.2, 1.2, 0.1], [-0.2, -0.3, 0.1], [-0.1, 0.0, 0.1], [0.0, 0.0, 0.0], [0.0, -0.6, -0.1], [0.1, 0.5, 0.2], [0.3, -0.3, -0.3], [-1.1, -1.4, 0.1], [0.1, -0.2, -0.1], [0.1, 0.0, -0.1], [0.0, 0.1, 0.0], [0.0, 0.1, 0.0], [-0.1, -0.1, 0.1], [-0.1, -0.2, 0.0], [-0.1, 0.0, -0.2], [-0.3, -0.4, 0.1], [-0.1, -0.2, -0.1], [0.1, 0.0, -0.1], [-0.8, 1.7, -0.8], [0.2, -0.3, 0.6], [1.7, -0.9, 0.5], [0.0, 0.0, 0.0], [0.0, 0.1, 0.1], [0.0, 0.1, 0.0], [0.1, 0.1, -0.1], [0.1, -0.1, -0.1], [-0.1, -0.1, 0.2], [-0.1, 0.1, 0.1], [0.2, 0.1, 0.0], [-0.1, 0.1, 0.0], [0.0, -0.1, 0.0]], "de_lowest_ev": 0.000, "energy_ev": -135697.5866, "homo_energy_ev": [-10.000, -9.971], "homo_lumo_gap_ev": [6.408, 6.638], "total_charge": 1, "spin_multiplicity": 2}